P.
{
  "formula": "C3H12N2OS",
  "method": "ωB97M-V/def2-TZVPD",
  "symbols": ["N", "H", "C", "H", "H", "H", "H", "C", "S", "H", "O", "N", "H", "H", "C", "H", "H", "H", "H"],
  "xyz": [[1.788, -0.255, -1.590], [-3.271, 0.520, 1.656], [-0.797, 0.617, 1.434], [1.358, -1.151, -1.394], [0.209, 0.598, -2.487], [1.079, 1.557, 0.105], [0.528, -2.573, 1.438], [0.995, 0.923, -1.813], [-2.245, -0.260, 2.072], [-1.688, 0.958, -0.409], [0.246, -3.015, 0.647], [0.335, 1.513, -0.593], [2.568, -0.105, -0.968], [-0.930, 1.658, 1.763], [-0.689, 0.621, -0.090], [0.137, 0.362, 1.933], [1.622, 1.754, -2.122], [-0.616, -0.416, -0.440], [-0.629, -3.305, 0.860]],
  "lumo_energy_ev": 0.62
}

---

Q.
{
  "formula": "C3H12N2OS",
  "method": "ωB97M-V/def2-TZVPD",
  "symbols": ["H", "N", "H", "H", "H", "H", "H", "C", "S", "N", "H", "C", "O", "H", "H", "H", "H", "H", "C"],
  "xyz": [[0.138, -0.271, -1.971], [0.080, 0.577, -1.455], [0.283, 1.445, -2.044], [-1.833, -0.796, 1.126], [-0.207, -2.596, 0.953], [-1.158, 2.394, -0.282], [-1.399, 0.316, -0.164], [0.961, 0.586, -0.210], [2.028, -2.832, 0.315], [-1.228, -0.138, 0.764], [0.755, 1.470, 0.309], [0.200, -0.571, 0.726], [-1.911, 2.474, 0.341], [-0.043, -2.000, -0.806], [1.985, 0.528, 0.057], [2.649, -1.587, 0.109], [0.647, -0.381, 1.778], [-2.308, 3.380, 0.207], [0.360, -1.998, 0.245]],
  "lumo_energy_ev": 0.64
}

---

Stability summary: most stable P, least stable Q.

---

P.
{
  "formula": "C4H12O",
  "method": "ωB97M-V/def2-TZVPD",
  "symbols": ["C", "H", "H", "C", "H", "H", "H", "C", "C", "H", "H", "H", "H", "H", "O", "H", "H"],
  "xyz": [[0.030, 0.898, 2.006], [0.526, -1.989, -2.893], [0.434, 1.051, 3.014], [-1.486, 0.756, 2.063], [-1.798, 0.407, 3.044], [-1.329, -0.568, 0.604], [1.725, 0.390, -1.458], [1.037, 0.022, -2.211], [0.804, -1.485, -1.966], [0.073, 0.510, -2.178], [1.361, 0.194, -3.229], [-1.880, 1.761, 1.887], [1.587, -1.988, -1.405], [0.458, 1.707, 1.424], [-2.016, -0.065, 1.040], [0.573, 0.027, 1.616], [-0.100, -1.627, -1.358]],
  "lumo_energy_ev": 0.98
}

---

Q.
{
  "formula": "C4H12O",
  "method": "ωB97M-V/def2-TZVPD",
  "symbols": ["H", "H", "O", "H", "C", "H", "H", "H", "C", "H", "C", "H", "H", "H", "H", "C", "H"],
  "xyz": [[-0.092, -5.329, 1.235], [-2.198, 1.249, 1.262], [-0.328, -4.681, 1.937], [-3.441, 0.036, 0.820], [0.000, 0.000, 0.000], [-1.267, -1.409, -1.947], [0.307, 1.043, 0.188], [-1.796, 0.838, -0.898], [-1.894, -1.331, -1.043], [-1.214, -4.343, 1.675], [-2.362, 0.194, 0.986], [-2.038, -0.444, 1.825], [0.539, -0.370, -0.888], [0.290, -0.614, 0.869], [-2.954, -1.391, -1.344], [-1.576, -0.061, -0.287], [-1.667, -2.184, -0.382]],
  "lumo_energy_ev": 0.78
}

---

R.
{
  "formula": "C4H12O",
  "method": "ωB97M-V/def2-TZVPD",
  "symbols": ["H", "C", "H", "H", "H", "H", "C", "H", "C", "H", "H", "O", "H", "H", "C", "H", "H"],
  "xyz": [[-2.880, 0.814, -1.940], [1.656, -0.695, 0.183], [0.314, 1.659, 2.330], [-3.116, -0.425, -0.668], [2.720, 0.896, 1.185], [1.128, -0.664, -0.758], [0.813, 0.703, 2.145], [2.669, -1.002, -0.081], [1.696, 0.623, 0.912], [1.347, 0.381, 3.034], [-1.050, -1.191, -1.478], [-1.224, -0.247, -1.492], [1.401, 1.353, 0.177], [-0.052, 0.027, 2.064], [-2.654, -0.200, -1.629], [1.221, -1.437, 0.857], [-2.942, -0.973, -2.335]],
  "lumo_energy_ev": 0.92
}

---

S.
{
  "formula": "C4H12O",
  "method": "ωB97M-V/def2-TZVPD",
  "symbols": ["C", "H", "H", "H", "H", "C", "H", "H", "C", "H", "H", "H", "H", "H", "C", "H", "O"],
  "xyz": [[-0.953, -1.074, 1.921], [-1.809, 1.248, 0.492], [-2.009, -0.825, 1.880], [-0.769, -1.914, 1.299], [0.908, -0.031, 1.354], [-0.919, 0.749, 0.115], [-0.467, 0.970, 2.315], [0.671, 2.373, -0.085], [-0.171, 0.177, 1.438], [2.346, -1.047, -1.807], [-1.263, -0.189, -0.400], [-0.577, 2.338, -1.184], [1.171, -1.832, -2.149], [-0.744, -1.489, 2.903], [-0.014, 1.635, -0.679], [0.590, 1.038, -1.369], [1.786, -1.195, -2.503]],
  "lumo_energy_ev": 0.80
}

---

Stability summary: most stable Q, least stable S.

---

P.
{
  "formula": "C4H11NOS",
  "method": "ωB97M-V/def2-TZVPD",
  "symbols": ["H", "O", "S", "H", "C", "H", "H", "H", "H", "H", "H", "H", "H", "C", "C", "H", "N", "C"],
  "xyz": [[0.843, 0.725, 1.115], [-1.854, 2.351, 1.029], [2.596, -0.431, -0.922], [-1.818, 0.622, 2.062], [-0.481, 0.210, -0.464], [-0.192, -1.854, 0.199], [-0.535, 1.852, 2.489], [1.143, -1.600, -2.442], [-1.552, 0.339, -0.569], [0.047, 0.813, -1.219], [-1.351, 2.618, 0.255], [1.606, -2.543, -1.045], [2.532, -0.635, 0.396], [1.233, -1.573, -1.355], [-1.076, 1.337, 1.704], [-0.889, -1.686, -1.364], [-0.121, 0.709, 0.849], [-0.132, -1.255, -0.716]],
  "lumo_energy_ev": 0.78
}

---

Q.
{
  "formula": "C4H11NOS",
  "method": "ωB97M-V/def2-TZVPD",
  "symbols": ["H", "N", "H", "S", "C", "H", "H", "C", "H", "H", "H", "C", "H", "H", "H", "C", "O", "H"],
  "xyz": [[1.447, 1.184, 1.126], [0.368, -0.017, -0.248], [1.226, 0.073, 2.975], [-0.847, 1.192, -0.022], [0.784, -0.598, 2.214], [1.070, -1.647, 2.383], [2.255, -0.626, 0.622], [-1.061, 1.519, -1.857], [-0.301, -0.440, 2.253], [-1.637, 2.524, -1.933], [-0.710, -1.057, -1.688], [-0.041, -1.274, -0.872], [-1.883, 0.927, -2.323], [-0.172, 1.507, -2.328], [-0.527, -2.042, -0.148], [1.300, 0.021, 0.864], [-2.059, 0.594, 0.476], [0.788, -1.840, -1.492]],
  "lumo_energy_ev": 0.84
}

---

R.
{
  "formula": "C4H11NOS",
  "method": "ωB97M-V/def2-TZVPD",
  "symbols": ["C", "H", "H", "S", "H", "N", "H", "H", "H", "C", "O", "H", "H", "H", "H", "C", "H", "C"],
  "xyz": [[-0.050, 1.879, -0.084], [-0.379, 0.341, -1.510], [-1.902, 0.608, 1.045], [1.342, -3.167, 0.698], [1.575, -0.202, -0.053], [-1.745, 0.217, 0.143], [0.661, -2.128, -1.196], [-2.611, 0.211, -0.353], [-0.717, -2.196, -0.133], [0.567, -0.511, 0.223], [1.274, 2.206, -0.582], [0.060, 2.177, 0.955], [1.291, 2.809, -1.326], [0.981, -2.893, 1.976], [0.492, -0.434, 1.309], [0.349, -1.969, -0.159], [-0.753, 2.592, -0.522], [-0.435, 0.459, -0.431]],
  "lumo_energy_ev": 0.85
}

---

S.
{
  "formula": "C4H11NOS",
  "method": "ωB97M-V/def2-TZVPD",
  "symbols": ["S", "H", "H", "H", "C", "C", "N", "C", "H", "H", "H", "H", "C", "H", "H", "O", "H", "H"],
  "xyz": [[-2.298, -1.841, 0.665], [2.113, -0.755, 0.471], [-0.223, 1.567, -0.876], [2.271, 0.667, -0.388], [-1.583, -1.135, -0.883], [1.719, 0.272, 0.492], [-0.375, 1.464, 0.133], [-0.100, -0.845, -0.583], [0.503, -1.766, -0.717], [-2.052, -0.128, -1.182], [0.310, -0.429, -1.519], [-1.561, -1.741, -1.783], [0.178, 0.113, 0.536], [0.209, 2.194, 0.509], [-2.939, -0.747, 1.103], [2.216, 1.270, 1.454], [1.768, 2.012, 1.043], [-0.158, -0.170, 1.526]],
  "lumo_energy_ev": 0.77
}

---

Stability summary: most stable R, least stable Q.